Entry from the OMol25 dataset: the molecule C10H15N (ωB97M-V with the def2-TZVPD basis set).

Molecular weight   149.24 g/mol
2S+1   3
E_tot   -12095.4684 eV
HOMO-LUMO gap (spin up / spin down)   5.44 / 8.14 eV
LUMO level (spin up / spin down)   0.91 / -0.70 eV
Energy above the lowest of the compared OMol25 structures with the same formula, charge and spin   1.575 eV

Each line ends with the Löwdin spin population.
Positions of all 26 atoms, in Å:
C -2.56004 -1.27353 0.03743  0.029
C -3.34646 -0.12064 0.10962  0.443
C -1.24146 -0.98750 0.24983  0.343
C -1.29453 0.61701 0.60258  0.587
C 0.32607 -0.80500 0.14483  0.031
C 0.11534 0.76439 0.08554  0.098
C 1.16679 -1.45154 -0.96585  0.006
C 0.90300 -1.23541 1.43599  0.029
C 1.05178 1.59698 0.94015  0.032
C -0.03675 1.23709 -1.37972  0.031
N -2.55366 0.91467 0.40008  0.287
H -2.87913 -2.29000 -0.12950  -0.006
H -4.44246 -0.15827 0.38183  0.032
H 1.72260 -0.66696 -1.16632  0.001
H 0.56951 -1.84218 -1.87590  0.000
H 1.74872 -2.39940 -0.77472  0.001
H 0.17234 -1.27007 2.37789  0.008
H 1.87693 -0.70403 1.64529  0.002
H 1.17974 -2.28035 1.39906  0.002
H 1.12658 2.52988 0.31089  0.001
H 2.05396 1.01559 1.08464  0.000
H 0.67514 1.66796 1.96066  0.011
H -1.02083 1.59208 -1.67008  0.007
H 0.05511 0.48012 -2.22376  0.003
H 0.57475 2.13655 -1.68288  0.005
H -2.96362 1.79952 0.16320  0.015

Atoms 1-3, force components in eV/Å:
C 1.0205 -2.1373 -0.6327
C -2.8350 -3.8293 0.3835
C 0.5082 3.5319 0.8853